[1]
C4H11NO2 | ωB97M-V/def2-TZVPD

Its total charge is 0. The HOMO energy comes out at -8.69 eV. Its frontier orbital gap is 9.3 eV.

The geometry in XYZ format:
```
18
Properties=species:S:1:pos:R:3:mulliken_charge:R:1
C -0.59358 -0.40407 0.42615 1.05
C -0.94979 -1.26461 -0.76105 -1.44
C 0.61884 -0.75534 1.19009 -1.46
N -1.68236 0.00695 1.18137 -0.57
H -0.03016 0.74579 -0.30401 -0.02
H -1.47705 0.57081 1.99362 0.21
H -2.49774 0.31242 0.66983 0.22
H 1.25395 -1.47466 0.67742 0.34
H -0.10241 -1.30114 -1.44407 0.35
H -1.79755 -0.85544 -1.31111 0.35
H -1.21715 -2.26495 -0.41616 0.39
H 0.39898 -1.11146 2.19460 0.45
H 1.28174 0.18429 1.17568 0.38
C 0.99069 1.62576 -0.70831 0.26
O 1.29061 1.11142 -1.98320 -0.46
O 1.87453 1.55833 0.19227 -0.67
H 2.17874 0.73084 -1.92428 0.31
H 0.45971 2.58506 -0.84884 0.30
```

---

[2]
C4H6FN | ωB97M-V/def2-TZVPD

Its total charge is 0. The HOMO energy comes out at -10.17 eV. Its frontier orbital gap is 10.9 eV.

The geometry in XYZ format:
```
12
Properties=species:S:1:pos:R:3:mulliken_charge:R:1
C -2.51600 0.08008 1.38231 -0.59
C -2.13677 0.03478 0.22926 -0.12
C 1.04869 1.26647 -0.09396 0.39
C 1.37684 0.96530 -1.41413 -0.93
N 0.86693 1.62554 0.93903 -0.34
F -2.73570 0.83777 -0.61707 -0.28
H -3.34314 0.67090 1.69853 0.29
H -1.92817 -0.58866 2.07982 0.18
H 0.52880 0.94256 -2.09404 0.28
H 1.95337 -0.02234 -1.45549 0.26
H 2.22496 1.53668 -1.70559 0.36
H -1.41432 -0.56742 -0.04387 0.50
```

---

[3]
C4H12 | ωB97M-V/def2-TZVPD

Its total charge is +1. Its spin multiplicity is 2. The HOMO energy (alpha / beta) comes out at -14.41 / -14.40 eV. Its frontier orbital gap (alpha / beta) is 10.7 / 3.3 eV.

The geometry in XYZ format:
```
16
Properties=species:S:1:pos:R:3:lowdin_spin:R:1
C -1.10592 0.02827 -1.95731 0.00
C 0.17892 -0.06030 -2.72824 0.00
H -1.11689 0.54813 -0.99621 0.00
H -1.92769 0.43788 -2.55764 0.00
H -1.55161 -0.95005 -1.71320 0.00
H 1.03929 -0.36580 -2.13908 0.00
H 0.45840 0.87331 -3.21735 0.00
H 0.07570 -0.75055 -3.56250 0.00
C 0.86652 0.67806 2.36336 0.38
C 0.08460 -0.62654 2.28944 0.28
H 1.43331 1.05295 3.22173 0.05
H 1.69050 0.39141 1.65932 0.11
H 0.17149 1.48945 2.17505 0.03
H -0.08523 -0.77956 3.41034 0.13
H 0.64999 -1.48249 1.98037 0.01
H -0.86136 -0.48418 1.77192 0.00
```

---

E_tot for the records above, in order: -364.1682 -310.5396 -159.1519 hartree
ΔE to the lowest compared entry with this formula, charge and spin for the records above, in order: 262.6 204.8 47.0 kJ/mol